[1]
C5H8O | wB97M-V/def2-TZVPD

```
14
C5H8O | the OMol25 dataset | wB97M-V/def2-TZVPD
C -1.9087 1.2107 -0.4502
C -1.4932 -0.2129 -0.2869
C -0.2261 -0.6863 -0.2864
C 0.9400 0.0722 -0.6291
C 2.1407 -0.3577 0.1202
O 1.9984 -1.0654 1.3476
H -2.7373 1.3036 -1.1630
H -2.2853 1.5909 0.5100
H -1.0678 1.8356 -0.7624
H -0.0942 -1.7222 0.0388
H -2.2910 -0.9147 -0.0414
H 2.8555 0.4715 0.2327
H 2.6293 -1.0563 -0.5829
H 1.5397 -0.4691 1.9531
```

Summary:
* total charge: 0
* F_max: 0.42 eV/Å
* highest occupied orbital energy (spin up / spin down): -0.3002 / -0.3003 Eh
* HOMO-LUMO gap (spin up / spin down): 7.626 / 7.628 eV
* energy above the lowest of the compared OMol25 structures with the same formula, charge and spin: 4.237 eV
* lowest unoccupied orbital energy (spin up / spin down): -0.5 / -0.5 eV

***

[2]
C21H25NO7 | wB97M-V/def2-TZVPD

```
54
C21H25NO7 | the OMol25 dataset | wB97M-V/def2-TZVPD
C 0.4477 4.5182 1.5655
O -0.2608 3.3151 1.3108
C -1.4885 3.4511 0.8017
O -1.9950 4.5177 0.5553
C -2.1442 2.1383 0.5498
C -3.3351 2.1197 -0.1770
C -3.9324 0.9153 -0.4715
C -3.3624 -0.2916 -0.0570
C -4.0109 -1.5665 -0.4256
O -3.5259 -2.6709 -0.2586
O -5.2128 -1.3991 -0.9784
C -5.8981 -2.5840 -1.3572
C -2.1693 -0.2700 0.6977
N -1.5755 -1.4638 1.0738
C -0.6031 -1.6615 2.0073
O -0.2003 -0.8373 2.7906
C 0.0188 -3.0580 1.8723
O 0.8156 -2.9824 0.6897
C 2.1543 -2.9368 0.8361
O 2.7248 -3.1975 1.8587
C 2.8057 -2.4481 -0.4302
C 3.1112 -0.9528 -0.2247
C 1.8389 -0.0954 -0.0484
C 1.9981 0.9969 -1.1083
C 3.1660 1.9028 -0.7020
C 4.4036 1.0223 -0.9715
C 3.7885 -0.3007 -1.4434
C 2.6006 0.1999 -2.2643
C -1.5779 0.9563 0.9981
H 1.3745 4.2272 2.0526
H 0.6549 5.0404 0.6289
H -0.1377 5.1754 2.2116
H -3.7620 3.0546 -0.5043
H -4.8475 0.8859 -1.0410
H -6.0450 -3.2312 -0.4901
H -6.8543 -2.2636 -1.7617
H -5.3256 -3.1301 -2.1096
H -1.9672 -2.2792 0.5999
H 0.6586 -3.2767 2.7324
H -0.7314 -3.8384 1.7308
H 3.7378 -2.9908 -0.5893
H 2.1352 -2.5969 -1.2751
H 3.7586 -0.8788 0.6528
H 1.7498 0.3101 0.9584
H 0.9441 -0.6839 -0.2562
H 1.0746 1.5363 -1.3160
H 3.0911 2.2013 0.3426
H 3.1850 2.8072 -1.3107
H 5.0220 0.8901 -0.0848
H 5.0285 1.4515 -1.7553
H 4.4925 -0.9548 -1.9554
H 1.9497 -0.5963 -2.6199
H 2.9018 0.8223 -3.1050
H -0.6696 0.9815 1.5751
```

Summary:
* total charge: 0
* F_max: 0.56 eV/Å
* highest occupied orbital energy: -0.3295 Eh
* HOMO-LUMO gap: 8.614 eV
* energy above the lowest of the compared OMol25 structures with the same formula, charge and spin: 0.250 eV
* lowest unoccupied orbital energy: -0.4 eV

***

[3]
C5H12NO3P | wB97M-V/def2-TZVPD

```
22
C5H12NO3P | the OMol25 dataset | wB97M-V/def2-TZVPD
C -2.1786 -1.4221 -1.4796
O -1.0625 -0.6047 -1.5519
P -0.2938 0.1078 -0.2514
O -0.0388 -1.2053 0.6849
C -0.7775 -1.1115 1.9058
O 1.1128 0.2471 -1.0419
C 1.5984 -0.5659 -2.1155
H -2.6927 -1.3019 -0.6368
H -1.8115 -2.4398 -1.4841
H -2.9013 -1.4426 -2.3731
H -1.7339 -1.7202 2.0126
H -1.0771 -0.0806 2.3088
H 0.0229 -1.5501 2.5265
H 2.2031 0.0520 -2.7555
H 0.7676 -0.9421 -2.6656
H 2.1027 -1.3492 -1.7457
C 0.3561 2.5629 1.7568
N 0.8160 1.4414 1.5252
C 1.7072 2.6298 1.2367
H -0.4941 2.9925 2.1436
H 2.5950 2.9229 1.8922
H 1.7803 2.7794 0.1079
```

Summary:
* total charge: 0
* F_max: 4.42 eV/Å
* highest occupied orbital energy: -0.3052 Eh
* HOMO-LUMO gap: 9.206 eV
* energy above the lowest of the compared OMol25 structures with the same formula, charge and spin: 4.128 eV
* lowest unoccupied orbital energy: 0.9 eV

***

[4]
C2H4I2O | wB97M-V/def2-TZVPD

```
9
C2H4I2O | the OMol25 dataset | wB97M-V/def2-TZVPD
C 0.3602 -0.2843 -0.1522
C 0.2665 -0.2085 1.3197
O -0.7522 0.4230 1.8341
I 1.9283 -0.0822 2.5527
I -0.7389 -2.6752 1.7409
H -0.5550 -0.6613 -0.6304
H 0.4786 0.6234 -0.6556
H 1.4278 -0.7954 -0.3685
H -1.3583 0.6010 1.1215
```

Summary:
* total charge: 0
* F_max: 3.65 eV/Å
* highest occupied orbital energy (spin up / spin down): -0.3146 / -0.3147 Eh
* HOMO-LUMO gap (spin up / spin down): 7.598 / 7.599 eV
* energy above the lowest of the compared OMol25 structures with the same formula, charge and spin: 1.184 eV
* lowest unoccupied orbital energy (spin up / spin down): -1.0 / -1.0 eV

***

- energy above the lowest of the compared OMol25 structures with the same formula, charge and spin of number 1 (C5H8O)?
  4.237 eV

***

- Which value of total charge does entry 3 give?
  0